[1]
C37H105F3N8O18S | ωB97M-V/def2-TZVPD

Geometry as ORCA input:
```
! RIJCOSX wB97M-V def2-TZVPD def2/J DEFGRID3
* xyz 0 1
N -19.33 7.10 12.74
H -20.23 6.66 12.93
H -18.64 6.33 12.58
H -19.05 7.66 13.54
H -19.43 7.62 11.86
C -17.25 2.17 12.15
F -16.98 1.53 13.27
F -16.20 2.80 11.66
F -17.73 1.26 11.31
S -18.63 3.48 12.38
O -17.98 4.80 12.55
O -19.47 3.34 11.20
O -19.31 3.15 13.63
C -21.98 4.79 16.05
C -20.48 5.12 16.26
O -19.85 5.46 15.05
O -22.11 3.60 15.28
H -22.53 5.59 15.56
H -22.40 4.64 17.05
H -20.03 4.26 16.75
H -20.52 5.99 16.92
H -19.71 4.65 14.50
H -22.17 3.87 14.35
C -16.87 1.28 17.08
C -15.67 0.95 17.94
O -15.87 1.24 19.32
O -17.96 0.53 17.56
H -16.68 1.07 16.02
H -17.10 2.35 17.10
H -14.79 1.49 17.61
H -15.43 -0.11 17.83
H -16.56 0.63 19.61
H -18.77 0.70 17.03
C -23.22 2.87 11.32
C -22.77 3.63 10.08
O -22.86 5.02 10.25
O -22.36 3.20 12.43
H -23.24 1.80 11.12
H -24.21 3.18 11.63
H -23.36 3.22 9.25
H -21.74 3.34 9.83
H -23.25 5.45 9.49
H -21.46 3.11 12.07
C -16.86 -2.31 8.98
C -16.11 -1.02 9.26
O -14.96 -0.94 8.43
O -16.04 -3.42 9.38
H -17.04 -2.37 7.90
H -17.79 -2.35 9.54
H -15.79 -0.95 10.30
H -16.77 -0.17 9.05
H -14.20 -0.74 9.01
H -15.19 -3.26 8.96
C -12.88 -3.44 13.72
C -13.77 -3.48 12.46
C -14.95 -2.53 12.55
O -15.71 -2.81 13.71
C -16.07 -1.65 14.44
N -12.92 -3.22 11.29
H -13.47 -3.54 14.62
H -12.40 -2.46 13.66
H -12.06 -4.15 13.59
H -14.23 -4.48 12.44
H -15.65 -2.66 11.72
H -14.55 -1.51 12.49
H -16.72 -1.91 15.28
H -16.67 -0.96 13.84
H -15.15 -1.20 14.82
H -12.31 -4.03 11.17
H -13.50 -3.26 10.45
C -13.14 5.38 11.21
C -14.10 6.26 11.99
C -14.84 7.25 11.14
O -14.00 8.37 10.88
C -14.46 9.20 9.84
N -15.05 5.28 12.54
H -12.30 5.93 10.78
H -13.65 4.90 10.38
H -12.68 4.64 11.85
H -13.65 6.78 12.84
H -15.76 7.65 11.61
H -15.23 6.83 10.20
H -13.80 10.07 9.84
H -15.44 9.62 10.12
H -14.43 8.72 8.86
H -15.99 5.58 12.77
H -15.23 4.56 11.86
C -21.79 0.06 14.44
C -20.61 -0.14 15.39
C -19.48 -0.95 14.76
O -20.00 -2.17 14.24
C -19.12 -2.92 13.45
N -20.14 1.19 15.80
H -22.39 -0.82 14.19
H -21.48 0.53 13.51
H -22.53 0.74 14.87
H -20.99 -0.74 16.22
H -18.83 -1.25 15.58
H -18.87 -0.39 14.03
H -19.65 -3.85 13.25
H -18.15 -3.15 13.90
H -18.81 -2.39 12.54
H -19.76 1.67 14.99
H -20.97 1.75 16.00
C -22.12 -0.09 6.69
C -21.65 1.07 7.56
C -20.86 0.61 8.79
O -21.76 -0.06 9.64
C -21.09 -0.60 10.77
N -20.89 2.00 6.70
H -21.28 -0.77 6.54
H -22.39 0.32 5.72
H -22.96 -0.61 7.15
H -22.51 1.58 8.01
H -20.31 1.43 9.25
H -20.07 -0.10 8.48
H -20.66 0.22 11.37
H -20.32 -1.31 10.49
H -21.79 -1.05 11.48
H -20.57 2.76 7.33
H -20.01 1.65 6.35
C -13.21 2.31 9.13
C -12.42 1.05 8.76
C -10.90 1.31 8.64
O -10.68 2.22 7.59
C -9.37 2.68 7.50
N -12.66 0.03 9.78
H -13.22 3.03 8.31
H -12.75 2.79 9.99
H -14.25 2.08 9.37
H -12.80 0.69 7.80
H -10.43 0.34 8.44
H -10.64 1.70 9.63
H -8.99 3.31 8.32
H -9.18 3.31 6.63
H -8.67 1.85 7.36
H -12.03 -0.76 9.65
H -12.27 0.42 10.64
C -17.11 2.59 8.18
C -17.68 3.95 7.86
C -17.52 4.25 6.35
O -16.16 4.41 6.04
C -15.87 4.35 4.67
N -19.08 3.98 8.20
H -17.68 1.83 7.63
H -17.21 2.42 9.25
H -16.09 2.36 7.89
H -17.12 4.70 8.43
H -18.05 5.19 6.15
H -18.02 3.41 5.86
H -16.15 3.38 4.25
H -14.78 4.47 4.61
H -16.26 5.12 4.00
H -19.61 4.84 8.09
H -19.24 3.76 9.18
C -13.94 1.19 13.56
C -12.53 1.01 14.10
C -11.60 2.08 13.55
O -10.27 1.78 13.94
C -9.28 2.62 13.41
N -12.53 0.96 15.57
H -14.54 0.38 13.99
H -14.11 1.11 12.49
H -14.50 2.07 13.88
H -12.18 0.04 13.72
H -11.96 3.08 13.81
H -11.53 2.09 12.45
H -9.45 2.74 12.33
H -8.31 2.22 13.69
H -9.33 3.65 13.78
H -12.94 1.86 15.82
H -11.56 0.95 15.85
*
```

Calculated values
Gap between HOMO and LUMO, eV: 7.96
HOMO energy, eV: -8.889
Electronic energy, a.u.: -3962.70276


[2]
C4H9NO2S2 | ωB97M-V/def2-TZVPD

Geometry as ORCA input:
```
! RIJCOSX wB97M-V def2-TZVPD def2/J DEFGRID3
* xyz 0 1
C -0.24 -0.97 -0.16
C 1.03 -0.84 0.73
C 2.12 -0.04 0.08
C 1.75 2.18 -0.75
N 1.73 1.38 0.22
O -0.76 -0.13 -0.85
O -0.72 -2.18 -0.15
S -4.21 -0.67 0.11
S -3.35 1.16 0.17
H 1.45 -1.80 1.14
H 0.69 -0.21 1.64
H 3.05 -0.15 0.55
H 2.23 -0.21 -1.03
H 1.07 3.08 -0.51
H 2.40 2.24 -1.62
H -2.39 0.63 -0.37
H -1.56 -2.28 -0.61
H -4.28 -1.17 1.40
*
```

Calculated values
Gap between HOMO and LUMO, eV: 9.40
SMILES string: C=NCCC(=O)O.SS
HOMO energy, eV: -8.953
Electronic energy, a.u.: -1159.36026


[3]
H3PS2 | ωB97M-V/def2-TZVPD

Geometry as ORCA input:
```
! RIJCOSX wB97M-V def2-TZVPD def2/J DEFGRID3
* xyz 0 1
P -0.05 0.45 0.26
S 0.00 0.81 -1.65
S 0.40 -1.55 0.50
H 0.95 0.85 1.29
H -1.29 0.73 0.85
H 0.00 -1.29 -1.25
*
```

Calculated values
Gap between HOMO and LUMO, eV: 8.94
HOMO energy, eV: -9.236
Electronic energy, a.u.: -1139.46425


[4]
C5H12O2 | ωB97M-V/def2-TZVPD

Geometry as ORCA input:
```
! RIJCOSX wB97M-V def2-TZVPD def2/J DEFGRID3
* xyz 0 1
C 0.50 2.31 1.47
C -0.39 1.35 0.67
C 0.39 0.29 -0.11
O 1.17 -0.51 0.76
C -0.56 -0.56 -0.96
C 0.04 -1.90 -1.40
O -0.26 -2.93 -0.45
H -0.10 2.99 2.08
H 1.17 1.75 2.13
H 1.11 2.92 0.80
H -1.01 1.92 -0.03
H -1.08 0.83 1.35
H 1.11 0.80 -0.77
H 0.65 -1.30 0.99
H -0.92 0.02 -1.82
H -1.44 -0.81 -0.36
H 1.13 -1.86 -1.42
H -0.32 -2.18 -2.40
H -1.20 -3.13 -0.53
*
```

Calculated values
Gap between HOMO and LUMO, eV: 10.91
SMILES string: CC[C@@H](O)CCO
HOMO energy, eV: -10.034
Electronic energy, a.u.: -348.17500


Repeat the fourth record exactly.
C5H12O2 | ωB97M-V/def2-TZVPD

Geometry as ORCA input:
```
! RIJCOSX wB97M-V def2-TZVPD def2/J DEFGRID3
* xyz 0 1
C 0.50 2.31 1.47
C -0.39 1.35 0.67
C 0.39 0.29 -0.11
O 1.17 -0.51 0.76
C -0.56 -0.56 -0.96
C 0.04 -1.90 -1.40
O -0.26 -2.93 -0.45
H -0.10 2.99 2.08
H 1.17 1.75 2.13
H 1.11 2.92 0.80
H -1.01 1.92 -0.03
H -1.08 0.83 1.35
H 1.11 0.80 -0.77
H 0.65 -1.30 0.99
H -0.92 0.02 -1.82
H -1.44 -0.81 -0.36
H 1.13 -1.86 -1.42
H -0.32 -2.18 -2.40
H -1.20 -3.13 -0.53
*
```

Calculated values
Gap between HOMO and LUMO, eV: 10.91
SMILES string: CC[C@@H](O)CCO
HOMO energy, eV: -10.034
Electronic energy, a.u.: -348.17500


Question: The highest gap between HOMO and LUMO belongs to which entry?
Answer: C5H12O2